DFT (ωB97M-V/def2-TZVPD) results for a structure of composition C15H23F9NO3P2Tb.

Values from the calculation:
ΔE to the lowest compared entry with this formula, charge and spin: 2.97 kcal/mol
electronic energy: -3271.39688 Ha
2S+1: 7
orbital gap (alpha / beta): 8.69 / 9.16 eV
total charge: +2

```
54
C15H23F9NO3P2Tb | OMol25 | ωB97M-V/def2-TZVPD
Tb -0.488 -0.314 0.488
P -2.037 0.921 -1.396
C -1.758 -0.245 -2.794
C -0.300 -0.702 -2.895
N 0.511 -0.674 -1.793
C 1.828 -1.000 -1.952
C 2.374 -1.272 -3.199
C 1.556 -1.301 -4.331
C 0.200 -0.992 -4.161
C 2.806 -1.026 -0.788
P 2.049 -1.254 0.889
H -0.478 -0.855 -5.010
H 3.452 -1.451 -3.238
H 1.968 -1.526 -5.316
H 3.511 -1.871 -0.913
H 3.435 -0.118 -0.829
H -2.472 -1.092 -2.749
H -2.004 0.321 -3.709
H -2.113 -4.246 1.015
O -2.033 -4.047 0.052
H -2.656 -4.681 -0.374
H -0.312 -3.061 3.622
O -0.262 -3.968 3.248
H -0.178 -4.551 4.035
C 2.298 -3.064 0.946
H 3.372 -3.266 0.873
H 1.880 -3.478 1.867
H 1.796 -3.540 0.096
C 3.429 -0.622 1.919
H 3.147 -0.724 2.976
H 4.337 -1.214 1.723
H 3.629 0.440 1.711
C -1.683 2.507 -2.214
H -2.422 2.648 -3.013
H -1.780 3.303 -1.468
H -0.671 2.530 -2.634
C -3.847 0.945 -1.261
H -4.105 1.592 -0.412
H -4.264 1.350 -2.195
H -4.227 -0.068 -1.070
F -0.665 0.902 3.924
C 0.011 2.041 3.585
F -0.159 2.960 4.565
F 1.329 1.699 3.535
C -0.477 2.552 2.195
O -0.241 1.553 1.262
C -1.992 2.885 2.233
F -2.288 3.750 3.230
F -2.420 3.434 1.055
F -2.725 1.743 2.398
C 0.338 3.761 1.701
F 0.199 4.839 2.514
F 1.652 3.435 1.613
F -0.053 4.110 0.444
```

Mulliken charges in e:
1 Tb 1.136
2 P 0.663
3 C -1.052
4 C 0.714
5 N 0.314
6 C 0.457
7 C -0.892
8 C -0.579
9 C -0.832
10 C -1.063
11 P 0.808
12 H 0.441
13 H 0.487
14 H 0.454
15 H 0.576
16 H 0.479
17 H 0.484
18 H 0.502
19 H 0.323
20 O -0.583
21 H 0.293
22 H 0.297
23 O -0.598
24 H 0.314
25 C -1.418
26 H 0.430
27 H 0.460
28 H 0.391
29 C -1.255
30 H 0.402
31 H 0.435
32 H 0.388
33 C -1.288
34 H 0.493
35 H 0.341
36 H 0.351
37 C -1.282
38 H 0.380
39 H 0.416
40 H 0.398
41 F -0.244
42 C 0.451
43 F -0.200
44 F -0.208
45 C 0.676
46 O -0.976
47 C 0.536
48 F -0.203
49 F -0.226
50 F -0.235
51 C 0.439
52 F -0.215
53 F -0.205
54 F -0.176

=====

DFT (ωB97M-V/def2-TZVPD) results for a structure of composition C15H23N.

Values from the calculation:
electronic energy: -639.89051 Ha
orbital gap: 9.36 eV

```
39
C15H23N | OMol25 | ωB97M-V/def2-TZVPD
C 5.486 0.740 -1.135
C 4.503 0.543 -0.078
C 3.345 -0.399 -0.266
C 2.677 -0.899 1.030
C 1.701 -2.033 0.354
C 0.363 -1.298 -0.355
C -0.449 -0.325 0.528
C -0.470 2.074 0.791
C -1.734 2.080 0.155
C -2.518 0.893 -0.084
C -3.871 0.983 -0.458
C -4.588 -0.231 -0.808
C -3.942 -1.395 -0.284
C -2.631 -1.612 0.101
C -1.923 -0.369 0.120
H 5.659 -0.309 -1.585
H 6.534 0.945 -0.737
H 5.377 1.711 -2.111
H 3.950 1.501 0.298
H 5.064 0.154 0.828
H 2.671 0.152 -0.801
H 3.848 -1.280 -0.724
H 3.372 -1.279 1.807
H 2.120 0.088 1.578
H 1.140 -2.686 1.214
H 2.211 -2.661 -0.505
H 0.815 -0.843 -1.285
H 0.066 -2.279 -1.006
H -0.350 -0.598 1.524
H 0.812 1.000 -0.343
H 0.215 2.973 0.566
H -0.531 2.135 1.861
H -2.424 2.884 0.555
H -1.686 2.597 -0.880
H -4.388 1.806 -0.706
H -5.585 0.046 -1.179
H -4.521 -2.346 -0.085
H -2.112 -2.608 0.347
N 0.292 0.913 0.530
```

Mulliken charges in e:
1 C -1.069
2 C -0.322
3 C -0.452
4 C -0.133
5 C -0.675
6 C -1.091
7 C 0.476
8 C -1.266
9 C -0.493
10 C 0.681
11 C -0.989
12 C -0.667
13 C -0.334
14 C -0.634
15 C 0.230
16 H 0.270
17 H 0.306
18 H 0.215
19 H 0.243
20 H 0.205
21 H -0.084
22 H 0.326
23 H 0.539
24 H 0.110
25 H 0.274
26 H 0.377
27 H 0.356
28 H 0.290
29 H 0.397
30 H 0.228
31 H 0.375
32 H 0.399
33 H 0.392
34 H 0.265
35 H 0.535
36 H 0.324
37 H 0.270
38 H 0.322
39 N -0.197